[1]
C16H16F3N4ORh as an isolated structure, computed with the ωB97M-V functional and the def2-TZVPD basis.

As for the expectation value of S²: 6.02. Its energy above the lowest of the compared OMol25 structures with the same formula, charge and spin is 0.0 kcal per mole. The HOMO energy (alpha / beta) comes out at -15.45 / -16.22 eV. For the total energy, the calculation gives -1322.9089 hartree. For the frontier orbital gap (alpha / beta), the calculation gives 8.1 / 7.1 eV.

```
! RIJCOSX wB97M-V def2-TZVPD def2/J DEFGRID3
* xyz 2 5
Rh -0.923 1.068 0.097
C 1.205 -3.827 -3.189
N 0.854 -2.441 -2.973
C 0.659 -1.561 -4.106
C 0.477 -1.989 -1.634
C 1.313 -0.809 -1.184
C 2.692 -0.877 -1.353
C 3.538 0.161 -0.979
C 3.012 1.312 -0.408
C 1.641 1.382 -0.218
C 0.785 0.343 -0.595
H 1.736 -3.945 -4.129
H 0.272 -4.407 -3.236
H 1.786 -4.199 -2.347
H 1.374 -1.797 -4.890
H 0.741 -0.523 -3.794
H -0.354 -1.742 -4.490
H 0.583 -2.826 -0.948
H -0.581 -1.726 -1.698
H 3.130 -1.770 -1.789
H 4.604 0.066 -1.132
H 3.654 2.129 -0.112
H 1.237 2.288 0.250
F -2.388 -0.762 -1.392
C -2.211 -0.426 -0.106
F -1.830 -1.519 0.564
F -3.390 -0.026 0.376
N -2.095 2.647 7.342
C -1.925 2.399 6.234
C -1.710 2.085 4.842
C -1.788 0.769 4.399
C -1.579 0.508 3.063
N -1.300 1.484 2.180
C -1.223 2.752 2.616
C -1.422 3.095 3.933
H -2.013 -0.037 5.083
H -1.639 -0.501 2.682
H -1.002 3.516 1.881
H -1.358 4.127 4.246
O -2.586 3.047 -1.947
N -1.977 2.534 -1.142
*
```

Mulliken population analysis, charges in e, atoms 1 to 4:
1 Rh -0.55
2 C -0.83
3 N 0.27
4 C -0.75


[2]
An isolated ion of composition C16H16N and charge +1, computed with the ωB97M-V functional and the def2-TZVPD basis.

Its energy above the lowest of the compared OMol25 structures with the same formula, charge and spin is 0.0 kcal per mole. The HOMO energy comes out at -12.19 eV. For the total energy, the calculation gives -673.8210 hartree. For the frontier orbital gap, the calculation gives 7.8 eV.

```
! RIJCOSX wB97M-V def2-TZVPD def2/J DEFGRID3
* xyz 1 1
C 1.364 3.423 -1.778
C 0.163 2.778 -1.077
N 0.389 1.374 -0.679
C 0.347 0.360 -1.521
C 0.493 -1.060 -1.144
C 0.990 -1.906 -2.139
C 1.203 -3.269 -1.861
C 0.930 -3.783 -0.577
C 0.352 -2.958 0.362
C 0.086 -1.601 0.064
C -0.764 -0.830 1.004
C -1.900 -1.388 1.629
C -2.628 -0.678 2.564
C -2.201 0.590 2.982
C -1.100 1.190 2.373
C -0.398 0.486 1.354
C 0.784 1.122 0.710
H 2.220 3.411 -1.137
H 1.073 4.464 -1.986
H 1.645 2.939 -2.713
H -0.080 3.342 -0.162
H -0.730 2.804 -1.713
H 0.178 0.607 -2.577
H 1.290 -1.572 -3.149
H 1.573 -3.894 -2.672
H 1.127 -4.837 -0.345
H 0.101 -3.380 1.302
H -2.223 -2.426 1.437
H -3.495 -1.119 3.054
H -2.820 1.120 3.729
H -0.701 2.124 2.741
H 1.706 0.520 0.773
H 1.026 2.048 1.151
*
```

Mulliken population analysis, charges in e, atoms 1 to 4:
1 C -1.07
2 C -0.67
3 N 0.36
4 C -0.22